108
Properties=species:S:1:pos:R:3:lowdin_charge:R:1 method="wB97M-V/def2-TZVPD" s_squared=0.8795 orbital_gap_ev="6.14 / 6.89" max_force_ev_per_a=4.50 lumo_ha="-0.149 / -0.128" charge=+1 e_tot_ev=-146813.5756 spin_multiplicity=2 de_lowest_kj_mol=73.3
V 0.8647 -0.1504 1.2651 0.649
C 5.7619 2.0760 0.8920 -0.028
N 4.7403 2.9830 1.3339 -0.113
C 4.7654 4.3395 1.1905 -0.026
C 3.6521 4.8209 1.8022 -0.043
N 2.9520 3.7773 2.3295 0.020
B 1.6214 4.0221 3.1238 -0.423
N 1.3631 2.8723 4.1240 -0.014
C 1.8015 2.8559 5.4105 -0.034
C 1.2678 1.7725 6.0331 -0.014
N 0.4919 1.1234 5.1197 -0.086
C -0.2508 -0.0790 5.3948 -0.013
C 0.5783 1.8013 3.9573 -0.620
S -0.2818 1.4097 2.5098 0.857
C 3.6181 2.6560 2.0289 -0.627
S 3.2551 1.0337 2.4254 0.892
H 5.8718 2.1214 -0.1928 0.096
H 5.4862 1.0661 1.1964 0.050
H 6.7156 2.3338 1.3544 0.104
H 5.5685 4.8447 0.6962 0.128
H 3.3038 5.8278 1.9118 0.128
H 1.7758 5.0206 3.7424 0.083
H 0.7205 4.0857 2.3495 0.063
H 2.4440 3.6192 5.7954 0.129
H 1.3685 1.4235 7.0392 0.130
H -0.6027 -0.0486 6.4247 0.104
H 0.3838 -0.9625 5.2660 0.070
H -1.1030 -0.1517 4.7191 0.070
C -2.3164 2.3922 -4.1445 -0.026
C -1.4630 1.5857 -3.1777 -0.435
C -0.6540 0.5123 -3.8896 -0.025
O -2.3588 0.9652 -2.2364 -0.191
P -1.8665 0.7310 -0.7375 0.512
O -0.4048 0.6895 -0.6336 -0.268
C -2.7305 -0.7997 -0.3134 -0.170
P -1.6863 -2.1370 -1.0249 0.509
O -0.2271 -2.0418 -1.1017 -0.226
O -2.2228 -2.3750 -2.5062 -0.170
C -3.5953 -2.6772 -2.7956 -0.450
C -3.6434 -3.9530 -3.6285 -0.027
C -4.2332 -1.5086 -3.5387 -0.030
O -2.2705 -3.3211 -0.1166 -0.184
C -1.8101 -4.6630 -0.3592 -0.439
C -2.9970 -5.5942 -0.1553 -0.027
C -0.6568 -4.9707 0.5810 -0.029
O -2.3193 1.9671 0.1464 -0.185
C -3.6130 2.4296 0.5621 -0.418
C -4.6427 2.3326 -0.5517 -0.035
C -4.0539 1.6995 1.8233 -0.035
H -1.6883 2.8324 -4.9132 0.088
H -2.8411 3.1865 -3.6202 0.078
H -3.0452 1.7376 -4.6153 0.086
H -0.7862 2.2471 -2.6212 0.133
H -1.3220 -0.1525 -4.4300 0.083
H -0.0979 -0.0756 -3.1635 0.066
H 0.0371 0.9691 -4.5938 0.088
H -3.7189 -0.8365 -0.7627 0.077
H -2.8355 -0.9041 0.7643 0.056
H -4.1164 -2.8565 -1.8455 0.132
H -3.0862 -3.8233 -4.5527 0.092
H -4.6771 -4.1914 -3.8612 0.092
H -3.2073 -4.7827 -3.0796 0.065
H -3.7936 -1.4219 -4.5286 0.088
H -4.0699 -0.5689 -3.0170 0.055
H -5.3012 -1.6807 -3.6401 0.091
H -1.4555 -4.7158 -1.3985 0.137
H -3.3903 -5.4621 0.8487 0.092
H -2.6840 -6.6267 -0.2835 0.091
H -3.7856 -5.3738 -0.8714 0.070
H -0.9799 -4.8792 1.6155 0.082
H 0.1429 -4.2579 0.3961 0.050
H -0.2897 -5.9774 0.4053 0.093
H -3.4318 3.4845 0.8057 0.152
H -4.8262 1.2920 -0.8080 0.072
H -4.2895 2.8515 -1.4390 0.077
H -5.5765 2.7856 -0.2270 0.095
H -4.3475 0.6773 1.6006 0.077
H -4.9012 2.2164 2.2654 0.092
H -3.2387 1.6777 2.5428 0.057
S 5.2856 -0.4447 -4.6794 1.051
N 4.8745 -1.5751 -3.6099 -0.218
C 4.1322 -1.0273 -2.6589 -0.285
C 3.5537 -1.6954 -1.5311 -0.056
C 3.6833 -3.0580 -1.2537 0.053
C 3.0642 -3.5568 -0.1263 0.011
C 2.3055 -2.7094 0.6774 -0.075
N 2.1735 -1.4197 0.4179 0.012
C 2.7900 -0.9056 -0.6508 -0.121
C 2.6051 0.5041 -0.8544 -0.138
N 1.8675 1.1318 0.0714 -0.096
C 1.5844 2.4110 -0.1164 -0.127
C 2.0706 3.1387 -1.1989 0.002
C 2.8767 2.5238 -2.1364 0.039
C 3.1541 1.1648 -1.9709 -0.070
C 3.9346 0.3733 -2.8751 -0.292
N 4.5384 0.7988 -3.9753 -0.219
H 4.2636 -3.6824 -1.9153 0.130
H 3.1533 -4.5977 0.1387 0.123
H 1.8194 -3.0911 1.5685 0.116
H 0.9449 2.8794 0.6218 0.078
H 1.8026 4.1780 -1.2937 0.122
H 3.2815 3.0485 -2.9880 0.126
O -1.9909 -1.1579 2.7547 0.058
N -1.0281 -1.7682 2.3586 -0.495
O -0.6035 -2.7847 2.8144 0.126
O -0.4284 -1.2609 1.3366 -0.271
N 1.9557 -1.5643 3.7818 0.117
C 1.5657 -0.9823 2.8746 -0.492